71
Properties=species:S:1:pos:R:3:forces:R:3 method="wB97M-V/def2-TZVPD" e_homo_ev=-5.2732 charge=0 relative_energy_ev=5.014 lumo_energy_ev=-1.485
H 6.209022 1.766037 -2.919318 -0.11 -0.05 -0.09
C 4.404050 -0.466141 -2.459973 0.47 -0.41 0.17
C -0.685068 0.791786 0.775685 0.55 0.32 0.31
C -0.295973 2.146959 1.066947 -0.26 -0.21 -0.30
H -0.118634 -2.092675 1.353384 -0.07 -0.21 0.06
H -0.011110 2.418531 -1.439197 0.07 -0.12 -0.14
C -2.352108 2.527110 2.296358 -0.37 -0.07 -0.31
H 1.408528 -6.475087 -1.658529 0.21 0.18 0.07
C 1.913409 2.398514 -2.334988 0.19 -0.05 -0.16
H -2.013537 -0.766021 1.479556 -0.10 0.20 -0.06
C -1.787889 0.295851 1.530679 -0.39 0.36 -0.01
H -5.736278 1.236873 3.702170 0.06 0.07 -0.10
H -5.234315 3.705680 3.375685 0.12 -0.19 0.02
C 3.160618 0.306889 -2.159422 -0.45 0.51 -0.11
H -0.404777 -4.951579 -1.049820 0.55 -0.06 0.15
O -2.615122 -2.575892 0.920001 -0.92 0.04 0.10
H 0.653460 2.520729 0.693957 -0.19 -0.05 0.08
C -0.270342 -2.771975 0.521171 -1.81 -0.52 0.28
H -4.082683 -3.068757 -0.475744 0.04 -0.11 0.17
H 4.236191 -3.897669 0.356028 -0.26 -0.04 -0.03
H -5.067681 -1.420261 1.051859 0.00 -0.09 0.11
C -1.627146 -3.179591 0.201180 1.65 -0.75 -0.60
C 5.362295 1.557142 -3.595984 0.53 -0.22 0.09
H -5.364010 1.674376 2.028758 0.05 0.02 0.12
C -2.605062 1.120596 2.277998 0.53 -0.03 -0.36
H -3.856533 -4.221144 0.859765 -0.04 0.09 -0.18
N -3.282612 3.388590 2.788398 0.57 -0.01 -0.21
C 2.098965 -0.253118 -1.466608 -0.37 0.07 -0.08
C -3.894769 -3.160984 0.596702 0.00 0.10 0.27
C 2.963812 -5.283177 -0.702075 -0.02 0.01 0.01
C -3.789236 0.591524 3.022892 -0.15 -0.45 0.38
H -4.226183 2.894409 4.588914 -0.08 0.06 -0.20
C -4.454801 2.945879 3.508396 -0.36 -0.33 0.51
C 0.883154 1.831134 -1.624999 0.10 -0.40 0.77
H -4.106282 -0.354202 2.576364 0.10 0.21 0.15
H 4.159450 -1.525688 -2.587528 0.04 0.12 0.06
C 4.310542 3.708388 -3.284762 -0.09 0.12 -0.17
H -3.929661 5.317212 3.161838 0.28 -0.05 -0.12
O -1.974993 -4.026900 -0.637227 0.01 0.83 0.47
H 4.187914 3.997215 -4.340550 0.01 0.02 0.20
C 0.809850 -3.588211 0.101180 1.41 -0.71 -0.49
H -0.432105 -1.008976 -0.386090 0.30 0.05 0.26
C -4.941204 1.586139 3.037322 -0.04 0.03 -0.22
H -5.916162 -2.948223 1.281265 0.14 0.01 0.00
C -4.947448 -2.452417 1.399918 -0.28 0.27 0.13
H 5.306165 4.043494 -2.959036 -0.20 -0.12 -0.05
C -1.133227 3.001085 1.743934 0.26 0.10 -0.07
H 2.161205 -1.292476 -1.135816 0.05 0.19 -0.10
N 4.202216 2.273392 -3.125244 -0.24 0.39 -0.03
C 5.134580 0.059021 -3.693589 -0.25 -0.01 -0.14
C -3.006302 4.805509 2.872275 0.21 0.29 0.01
C 0.608883 -4.742871 -0.717868 0.10 0.07 0.08
H -2.666172 5.199046 1.906087 -0.16 -0.05 0.20
H -3.504490 0.364509 4.062975 -0.01 0.05 -0.19
H 6.101311 -0.438469 -3.803754 -0.11 0.03 -0.04
C 2.167133 -3.305299 0.476016 -0.64 -0.26 -0.26
H -0.872256 4.057134 1.836961 0.05 -0.47 0.07
H 5.089943 -0.407428 -1.600742 -0.12 -0.02 -0.09
H 5.645125 1.963243 -4.578690 -0.06 -0.08 0.14
H 1.812143 3.419720 -2.706931 -0.11 -0.46 0.07
H -2.232662 5.026523 3.623730 -0.16 0.01 -0.11
C 3.209157 -4.137636 0.071866 -0.12 -0.22 -0.23
H 3.561846 4.235322 -2.690439 0.26 -0.09 -0.07
H 4.546196 -0.159278 -4.591954 0.03 0.00 0.10
H -4.692023 -2.450105 2.464818 -0.08 -0.01 -0.12
H 2.374563 -2.415609 1.080983 -0.04 -0.31 -0.10
C -0.045858 -0.005475 -0.203595 -0.85 1.15 -0.32
H 3.778948 -5.927807 -1.033783 -0.12 0.20 0.21
C 0.958540 0.506147 -1.088757 0.68 0.79 -0.61
C 3.111025 1.675304 -2.566804 -0.30 -0.26 0.43
C 1.646475 -5.585873 -1.074198 0.33 0.51 0.20



18
Properties=species:S:1:pos:R:3:forces:R:3 method="wB97M-V/def2-TZVPD" e_homo_ev=-8.8255 smiles="CN1N=CN([N+](=O)[O-])[C@@H]1C(Cl)(Cl)Cl" charge=0 relative_energy_ev=0.095 lumo_energy_ev=0.127
C 1.428973 0.171711 -1.084634 1.40 -0.85 0.40
O 1.810607 0.957726 2.386425 0.00 -0.65 -0.16
C -1.353345 -1.959514 -0.874646 -1.78 0.91 1.80
O 0.513559 2.700717 2.274570 0.33 -0.59 0.33
H -1.976419 1.926315 0.869945 0.62 1.14 0.93
C 0.466310 -0.356261 0.012336 -1.24 4.07 0.32
H -2.008992 -2.328865 -0.020345 0.98 0.07 -0.74
N 0.872602 1.565920 1.947473 -1.14 2.40 0.58
H -2.122023 -1.897508 -1.710767 1.70 0.10 0.51
Cl 2.969550 0.766751 -0.366861 -0.62 0.12 -0.14
Cl 1.953023 -1.338619 -1.977316 -0.67 0.61 -0.09
N -1.733289 0.341005 -0.127207 -0.04 -0.79 -0.70
H 0.855721 -1.047548 0.679364 1.33 -1.45 0.92
C -1.215102 1.226231 0.611225 -1.37 0.52 0.37
N -0.829363 -0.627179 -0.479109 -0.12 -0.25 -0.62
Cl 0.734070 1.409883 -2.118480 0.05 -0.57 0.19
H -0.477765 -2.583610 -0.979841 -0.25 -0.40 -0.58
N 0.111881 1.072845 0.957869 0.83 -4.37 -3.32



64
Properties=species:S:1:pos:R:3:forces:R:3 method="wB97M-V/def2-TZVPD" e_homo_ev=-7.9380 smiles="COc1ccc(-n2c(=O)c3c4c(sc3n(CC(=O)NC[C@H]3CCCO3)c2=O)CCCC4)c(OC)c1" charge=0 relative_energy_ev=0.000 lumo_energy_ev=0.693
H -0.712553 1.318338 3.856335 0.10 0.01 0.04
C -0.734735 1.282009 0.866056 -0.47 0.01 -0.39
C 2.959544 -1.073804 0.119769 -0.15 0.29 -0.31
C 3.071539 0.603004 -1.612534 0.01 -0.16 0.26
H -4.654772 2.372278 2.514873 -0.03 0.05 0.03
H 3.921900 2.799070 -2.968322 -0.03 -0.03 -0.02
H -1.881311 -2.320211 3.273926 0.01 0.01 0.05
C 3.049154 2.244364 -3.326860 0.11 0.13 -0.18
C -1.555544 1.100331 -0.224938 0.10 0.35 0.70
H -1.107653 -2.018151 -2.043732 -0.08 0.10 -0.02
H -1.324921 3.335021 5.059902 0.02 0.07 -0.01
C -2.710057 2.190011 1.660954 0.19 -0.09 -0.32
C -1.394136 -3.085935 2.669540 0.08 0.09 -0.18
H -2.014160 -4.607670 1.262436 -0.01 -0.08 0.00
H 3.355110 1.545597 -4.110766 0.00 0.02 0.03
C -2.369118 -3.645479 1.635742 0.10 0.23 -0.10
H 4.994438 0.755105 -2.577065 0.04 0.09 -0.10
O 2.395764 1.576847 -2.273739 -0.01 -0.29 0.32
H -1.522724 -0.016307 -3.344534 -0.11 0.08 0.12
H 2.389615 -1.585761 0.877974 -0.08 -0.04 0.09
S -3.154145 1.686386 0.044206 0.33 -0.04 0.33
N 0.983540 0.272667 -0.417246 0.63 -0.13 0.03
H -3.816575 3.900503 2.259433 -0.08 0.00 0.04
O -1.042591 -1.930567 0.653936 -0.01 -0.06 -0.18
C -2.879853 -1.043173 -1.977760 0.37 0.21 -0.53
H -2.765394 1.035074 -2.581531 0.06 -0.12 -0.02
O 0.469913 -0.702417 -2.404952 0.09 -0.09 -0.14
O 6.313199 -0.969806 -1.379342 -0.21 0.22 -0.13
C 4.394331 0.262858 -1.830217 0.07 0.10 -0.13
O 1.468740 0.978072 1.691056 0.00 -0.01 0.08
C -0.339643 -2.448713 1.768517 0.20 -0.14 0.29
H -3.084122 -1.834983 0.654600 0.08 -0.10 -0.02
C 0.644476 0.859988 0.808775 -0.28 0.16 0.07
H 0.385037 -3.203208 1.428604 -0.01 0.07 0.08
H 0.197458 -1.623131 2.240631 0.04 -0.06 0.01
H 7.047721 -1.710532 0.415268 -0.01 -0.02 -0.04
H -0.976955 -3.847361 3.323951 0.01 -0.01 0.08
N -2.095775 -2.136089 -1.855027 0.20 -0.30 -0.12
C 0.137414 -0.014148 -1.458237 -0.49 -0.08 -0.24
C -1.415322 1.915898 1.951773 -0.18 -0.03 -0.07
C 5.008494 -0.736457 -1.071950 -0.22 0.05 0.03
C -3.137661 2.817523 4.003663 0.01 0.23 -0.10
C -2.436452 -3.167065 -0.899955 -0.13 0.29 0.45
H -3.737461 3.470134 4.640076 -0.04 -0.06 0.02
H -3.378605 -3.766929 2.019770 -0.05 -0.06 -0.01
C 4.289120 -1.403709 -0.090461 0.36 -0.15 0.00
C 7.008585 -1.953401 -0.651180 0.10 -0.15 0.11
H -3.217905 1.800106 4.391499 -0.04 -0.05 0.05
H 2.317802 2.943150 -3.730083 0.09 -0.03 0.00
H -1.759752 -4.009619 -1.046874 -0.04 -0.01 0.03
C -2.087185 0.192175 -2.433695 -0.23 -0.19 -0.08
C 2.350844 -0.089097 -0.625423 0.16 0.00 -0.11
C -3.678972 2.860005 2.572844 -0.15 0.04 0.10
H -3.468812 -3.482552 -1.065330 0.10 -0.10 0.02
H 8.019245 -1.959697 -1.056413 -0.06 -0.04 0.06
O -4.060533 -1.008010 -1.712038 -0.37 0.05 0.16
C -0.806030 2.241768 3.276592 0.06 0.23 0.11
H 6.559890 -2.942996 -0.783332 0.01 0.04 0.02
H 4.739528 -2.175109 0.511702 0.08 -0.07 0.04
C -2.301080 -2.595410 0.523160 -0.46 -0.23 -0.25
H 0.204952 2.622640 3.126124 -0.02 -0.07 0.07
N -1.137743 0.515158 -1.382882 0.29 0.06 -0.20
H -1.581192 4.230648 3.559817 0.03 0.09 0.01
C -1.672861 3.249234 4.029413 -0.05 -0.27 0.09



70
Properties=species:S:1:pos:R:3:forces:R:3 method="wB97M-V/def2-TZVPD" e_homo_ev="-9.5034 / -9.2489" multiplicity=2 charge=+1 relative_energy_ev=0.000 lumo_energy_ev="-3.521 / -3.497"
H -4.273771 -2.871483 -1.761501 -0.03 -0.03 0.09
C -1.439220 2.709590 -4.306830 0.01 -0.15 0.01
H -5.540413 -0.958465 0.744799 0.00 0.00 -0.01
Br -2.402440 1.596604 -6.763958 0.08 0.02 0.15
C 1.282756 -5.270636 -0.524498 -0.08 -0.08 -0.10
H 1.694278 -6.239359 -0.271520 -0.03 -0.01 -0.04
As -1.859265 -0.559609 1.244472 1.10 -0.47 -0.19
C 0.380174 -5.127395 -1.544243 0.16 -0.27 0.13
C -0.131752 -3.868786 -1.891986 -0.02 0.48 0.10
H -0.032141 1.348284 3.905936 -0.01 0.00 -0.02
H 1.526056 5.213305 3.503498 0.00 0.00 0.00
H -1.624438 -3.904180 0.771680 0.00 -0.02 -0.01
H -2.613837 -2.277633 -1.878894 -0.08 -0.04 0.02
C 2.991479 -3.042802 1.905754 0.12 -0.44 0.00
H -0.846284 -3.803917 -2.701641 0.02 0.00 -0.01
H 0.628808 -1.677359 3.417701 0.05 0.04 0.00
H -0.641596 -2.872511 3.663268 0.00 0.01 0.00
C -1.052260 1.132187 4.226681 -0.04 -0.20 -0.25
C 2.632825 -4.201073 1.270145 0.08 0.19 0.14
H 3.062521 -5.153921 1.551428 0.03 0.01 -0.01
H 0.633562 3.737112 3.880293 0.01 0.01 0.02
C -1.453690 0.309702 -4.424655 0.02 -0.09 0.02
C -0.946786 0.213594 -3.106964 0.05 0.66 0.16
H -5.071911 -1.650496 2.299561 -0.01 -0.03 -0.02
B -2.668541 1.186107 0.774693 -0.37 0.94 -0.16
C 1.153608 -2.884605 -0.112140 0.05 -0.31 -0.04
C -3.573854 -2.120154 -1.389260 0.18 0.03 0.24
C -5.116771 -1.841296 1.227783 0.35 0.04 -0.01
O -0.294342 1.440153 -1.139349 0.40 0.18 0.18
Si -1.586451 -0.569695 3.632808 -0.23 -0.18 0.24
C -0.605306 -1.086201 -2.646418 0.12 -0.49 0.18
H -3.218695 -1.146622 5.437513 0.07 0.02 0.00
H -1.709362 1.910206 3.835397 0.02 0.00 0.01
C -2.661894 -3.827662 1.106579 -0.12 0.30 -0.12
C 1.310035 3.891822 1.819290 0.03 0.34 0.17
C -1.702309 1.519922 -5.000512 -0.11 -0.01 -0.27
C 1.693893 -4.143623 0.216987 -0.15 0.32 -0.10
C 2.384838 -1.837638 1.542442 -0.30 0.27 -0.21
H 2.397165 3.692714 3.694974 -0.02 -0.03 0.01
N 0.992601 1.375454 1.232835 0.04 1.38 0.23
H -1.642657 -0.601121 -4.979770 0.02 0.01 -0.01
H -1.081558 1.182352 5.317046 -0.02 -0.10 0.02
C 0.266481 -2.739559 -1.207503 0.09 -0.58 -0.03
C -0.285421 -1.886244 3.970106 -0.23 0.16 -0.11
H -2.668630 -3.856769 2.198515 -0.01 -0.01 0.00
C -0.963003 2.650173 -3.024107 -0.01 0.03 0.15
H -0.036266 -1.933030 5.032126 -0.05 0.03 0.02
C -0.722231 1.420266 -2.374403 -0.34 -0.44 -0.39
H -1.611263 3.660140 -4.792222 -0.03 0.02 0.04
H -3.570760 -2.036055 3.956368 0.00 0.00 0.03
H 0.421829 4.408014 1.446060 0.04 0.00 -0.03
H -0.766536 3.555873 -2.465379 0.01 -0.01 0.00
C 1.145834 2.490181 1.491654 0.14 -0.51 0.23
C 1.477111 4.141325 3.324032 0.01 -0.02 -0.06
H 3.735328 -3.044097 2.689637 -0.03 0.02 0.03
N 1.463380 -1.743476 0.591889 0.28 -0.46 0.27
Re 0.372627 -0.080402 0.008156 -1.29 -0.42 0.23
H -0.727899 -1.878709 -3.381020 0.00 0.00 0.00
Si -3.429801 -2.221999 0.481910 -0.12 -0.15 0.05
H -4.022278 -0.330353 4.097261 -0.01 -0.01 0.00
H -3.949987 -1.138808 -1.684951 0.03 0.01 0.00
H 2.630041 -0.913011 2.048385 0.01 0.01 0.01
H -3.201971 -4.704099 0.744020 -0.03 0.02 -0.01
H 2.171906 4.275974 1.269676 -0.04 -0.01 -0.03
H -5.804023 -2.674374 1.066346 0.03 -0.03 -0.06
H 0.062984 -5.993671 -2.109217 -0.01 0.00 0.02
F -2.293789 2.315087 1.368101 0.07 -0.15 0.02
N -0.112366 -1.407225 -1.477495 -0.23 0.32 -0.83
F -3.598126 1.309937 -0.161310 0.10 -0.18 -0.01
C -3.257021 -1.067283 4.349072 0.28 0.12 -0.11



15
Properties=species:S:1:pos:R:3:forces:R:3 method="wB97M-V/def2-TZVPD" e_homo_ev=-8.2588 smiles="CC(C)=C(C)Br" charge=0 relative_energy_ev=0.580 lumo_energy_ev=0.946
H 0.484419 -2.013504 1.181175 -0.26 -0.99 0.53
H 2.543526 -1.059380 -0.407499 -1.12 -0.78 -0.44
H -1.952080 0.826498 1.110261 0.22 0.62 1.32
C 0.354621 -0.966463 1.330648 -0.30 1.21 -1.37
H 1.225894 -1.125595 -1.847892 1.33 0.38 0.49
H 2.040486 0.386662 -1.044990 -0.17 -0.37 -1.21
H -0.546102 -0.631708 1.831804 -0.25 -0.55 0.06
Br -0.443750 1.452637 -2.258503 0.43 -0.61 0.37
H 1.166794 -0.580411 1.898370 0.95 0.11 0.65
C -0.593081 0.601207 -0.502825 3.73 -2.95 0.95
C 0.456144 -0.366706 -0.049930 -4.52 4.17 -1.30
C 1.653587 -0.642523 -0.934457 -0.35 1.19 0.77
H -2.700387 0.656199 -0.321569 -0.39 0.52 -0.74
C -1.861180 1.187895 0.113221 1.22 -1.22 -0.77
H -1.828892 2.275191 -0.097816 -0.52 -0.73 0.69